# 1
C22H42Cl3N2O4ScSi as an isolated structure at a distorted geometry, computed with ωB97M-V/def2-TZVPD.

Its multiplicity is 1. Its net charge is 0. The lowest unoccupied orbital energy comes out at 0.223 eV. The calculation puts the energy above the lowest of the compared OMol25 structures with the same formula, charge and spin at 0.0 kJ/mol. The value obtained for the gap between HOMO and LUMO is 8.4 eV. The total energy comes out at -3705.085874 Eh.

CARTESIAN COORDINATES (ANGSTROEM)
C -1.541 -2.092 -2.454
C -1.139 -3.111 -1.430
H -1.257 -2.407 -3.463
H -1.071 -1.115 -2.251
H -2.631 -1.939 -2.444
C -0.616 -4.314 -1.703
C -0.422 -4.872 -3.070
H -0.315 -4.967 -0.879
H -0.643 -4.157 -3.869
H -1.057 -5.753 -3.225
H 0.615 -5.207 -3.198
Sc -0.119 0.185 0.841
Cl -2.424 0.308 1.430
Cl -0.138 1.369 -1.257
H 0.655 4.668 4.326
H -1.460 5.658 3.156
C 0.998 4.352 3.334
C -1.025 5.288 2.220
N -0.157 4.146 2.468
H 1.568 3.425 3.403
C -0.370 2.989 1.852
O 0.410 2.002 1.932
H -1.821 4.961 1.545
H -1.297 2.919 1.261
H 1.622 5.156 2.928
H -0.463 6.110 1.758
H 1.458 -1.595 -2.248
H 2.400 -3.769 -1.048
C 2.300 -1.047 -1.801
C 3.219 -3.094 -0.759
N 2.736 -1.730 -0.590
H 1.975 -0.028 -1.574
C 2.688 -1.171 0.621
O 2.134 -0.068 0.878
H 3.647 -3.434 0.190
H 3.174 -1.764 1.421
H 3.123 -1.037 -2.528
H 3.982 -3.127 -1.546
O -0.221 -1.678 0.190
C -1.216 -2.612 0.008
C 0.060 -4.067 1.689
C -1.151 -3.692 1.102
H 0.976 -3.547 1.396
C 0.085 -5.100 2.634
H -2.208 -2.135 0.104
C -2.344 -4.275 1.538
H 1.042 -5.406 3.062
C -1.101 -5.737 3.016
C -2.321 -5.317 2.466
H -3.278 -3.898 1.109
H -1.078 -6.558 3.738
H -3.257 -5.797 2.756
Si -0.426 4.849 -4.533
Cl -0.669 3.361 -5.962
C 1.406 4.878 -4.148
C -1.513 4.327 -3.108
C -0.986 6.471 -5.295
H 1.736 3.891 -3.798
H 1.633 5.620 -3.371
H 1.982 5.134 -5.049
H -0.380 6.721 -6.176
H -0.893 7.291 -4.570
H -2.036 6.411 -5.613
H -1.199 3.346 -2.719
H -2.559 4.253 -3.440
H -1.462 5.053 -2.286
C 0.664 -0.221 5.354
C -0.320 -0.397 4.215
O 0.305 -0.696 2.950
H 1.077 -1.188 5.656
H 0.141 0.201 6.214
H 1.489 0.454 5.106
H -1.017 -1.223 4.411
H -0.932 0.490 4.031
H 1.232 -0.944 3.094

# 2
C22H42GaNOP3 as an isolated structure at a distorted geometry, computed with ωB97M-V/def2-TZVPD.

Its multiplicity is 1. Its net charge is +3. The lowest unoccupied orbital energy comes out at -9.666 eV. The calculation puts the energy above the lowest of the compared OMol25 structures with the same formula, charge and spin at 0.0 kJ/mol. The value obtained for the gap between HOMO and LUMO is 5.0 eV. The total energy comes out at -3941.395544 Eh.

CARTESIAN COORDINATES (ANGSTROEM)
Ga 0.634 0.175 0.884
P 1.581 1.294 -0.945
P -0.010 2.078 2.388
P 0.250 -2.038 -0.048
H -2.949 0.476 2.030
C -2.743 -0.598 2.042
C -2.355 -1.262 3.135
H -2.185 -0.760 4.091
C 0.213 1.915 -2.005
C 2.525 2.797 -0.553
C 2.612 0.372 -2.116
C -1.037 1.812 3.860
C 1.608 2.719 3.002
C -0.734 3.527 1.540
C -0.847 -3.203 0.793
C 1.858 -2.833 -0.411
C -0.504 -1.979 -1.719
H -2.932 -1.085 1.081
H -2.215 -2.348 3.134
H 0.654 2.563 -2.781
H -0.506 2.496 -1.407
H -0.316 1.076 -2.485
H 3.009 3.145 -1.476
H 3.306 2.576 0.182
H 1.879 3.593 -0.161
H 3.131 1.095 -2.760
H 2.014 -0.300 -2.743
H 3.370 -0.212 -1.584
H -1.414 2.771 4.238
H -0.451 1.328 4.654
H -1.885 1.160 3.626
H 1.481 3.747 3.376
H 2.339 2.737 2.179
H 1.998 2.062 3.795
H -0.991 4.307 2.269
H -1.652 3.219 1.031
H -0.049 3.938 0.790
H -1.083 -4.034 0.118
H -1.779 -2.712 1.091
H -0.375 -3.591 1.702
H 1.682 -3.780 -0.938
H 2.426 -3.012 0.510
H 2.457 -2.178 -1.059
H -0.718 -3.014 -2.042
H 0.155 -1.497 -2.457
H -1.447 -1.417 -1.672
C -2.525 -0.164 -4.501
C -3.238 0.611 -5.440
C -4.577 0.298 -5.674
C -5.202 -0.724 -4.945
C -4.459 -1.537 -4.080
C -3.088 -1.313 -3.935
O -1.273 0.207 -4.067
H -1.091 1.102 -4.419
H -2.768 1.447 -5.958
H -5.162 0.868 -6.401
H -6.274 -0.902 -5.054
H -4.940 -2.351 -3.528
H -2.469 -1.996 -3.364
C 4.182 -1.562 3.980
C 2.822 -1.776 4.185
C 1.894 -1.279 3.271
N 2.291 -0.579 2.181
C 3.615 -0.393 1.944
C 4.577 -0.870 2.834
H 4.910 -1.927 4.700
H 2.441 -2.321 5.044
H 0.812 -1.428 3.395
H 3.890 0.150 1.033
H 5.626 -0.691 2.618

# 3
C22H42IrNP3S as an isolated structure at a distorted geometry, computed with ωB97M-V/def2-TZVPD.

Its multiplicity is 6. Its net charge is +4. The lowest unoccupied orbital energy (alpha / beta) comes out at -12.209 / -16.413 eV. The calculation puts the energy above the lowest of the compared OMol25 structures with the same formula, charge and spin at 304.6 kJ/mol. Its expectation value of S² is 8.80. The value obtained for the gap between HOMO and LUMO (alpha / beta) is 4.9 / 3.9 eV. The total energy comes out at -2443.045644 Eh.

CARTESIAN COORDINATES (ANGSTROEM)
Ir -0.474 0.226 -0.481
P -0.332 0.466 1.928
P -0.772 -2.078 -0.697
P -2.624 0.671 -0.438
H 1.237 1.504 -2.365
C 0.612 2.138 -1.710
C 0.839 2.393 -0.342
H 1.796 2.238 0.184
C 1.274 0.629 2.823
C -1.075 -0.919 2.898
C -1.110 1.946 2.684
C -0.640 -2.448 -2.503
C 0.299 -3.462 -0.087
C -2.368 -2.871 -0.181
C -2.860 2.472 -0.175
C -3.719 0.057 0.882
C -3.444 -0.037 -1.932
H -0.012 2.860 -2.266
H 0.188 3.134 0.124
H 1.989 1.208 2.236
H 1.710 -0.349 3.058
H 1.105 1.160 3.771
H -0.677 -1.894 2.586
H -2.164 -0.945 2.787
H -0.837 -0.758 3.962
H -0.846 2.826 2.084
H -0.697 2.076 3.696
H -2.194 1.858 2.769
H -0.873 -3.517 -2.652
H 0.396 -2.238 -2.820
H -1.335 -1.821 -3.078
H -0.123 -4.399 -0.481
H 0.293 -3.500 1.010
H 1.328 -3.360 -0.451
H -2.276 -3.946 -0.416
H -3.221 -2.448 -0.727
H -2.506 -2.748 0.906
H -3.872 2.724 -0.512
H -2.118 3.092 -0.705
H -2.777 2.712 0.891
H -4.740 0.369 0.628
H -3.453 0.491 1.847
H -3.696 -1.029 0.959
H -4.235 0.655 -2.255
H -3.914 -1.002 -1.700
H -2.730 -0.206 -2.759
C -2.393 3.383 -4.670
C -2.950 2.922 -5.889
C -3.270 3.812 -6.900
C -2.995 5.178 -6.750
C -2.300 5.622 -5.618
C -1.951 4.723 -4.596
S -2.530 2.453 -3.224
H -1.448 1.545 -2.928
H -3.178 1.868 -5.952
H -3.763 3.474 -7.803
H -3.333 5.896 -7.508
H -2.061 6.688 -5.518
H -1.415 5.055 -3.696
C 4.415 -1.253 0.307
C 3.349 -1.723 1.066
C 2.044 -1.291 0.798
N 1.703 -0.419 -0.194
C 2.764 0.053 -0.881
C 4.101 -0.341 -0.687
H 5.437 -1.579 0.479
H 3.498 -2.442 1.879
H 1.237 -1.695 1.430
H 2.582 0.813 -1.629
H 4.843 0.113 -1.344

# 4
C22H42IrNP3S2 as an isolated structure at a distorted geometry, computed with ωB97M-V/def2-TZVPD.

Its multiplicity is 5. Its net charge is +3. The lowest unoccupied orbital energy (alpha / beta) comes out at -8.069 / -12.127 eV. The calculation puts the energy above the lowest of the compared OMol25 structures with the same formula, charge and spin at 0.0 kJ/mol. Its expectation value of S² is 6.04. The value obtained for the gap between HOMO and LUMO (alpha / beta) is 5.6 / 4.1 eV. The total energy comes out at -2841.958951 Eh.

CARTESIAN COORDINATES (ANGSTROEM)
Ir -0.092 0.115 0.186
P 1.628 1.176 1.425
P -1.655 1.728 0.710
P 0.556 1.287 -1.658
H -0.937 -2.556 0.501
C -0.054 -2.154 -0.022
C 1.099 -1.710 0.687
H 1.174 -1.805 1.776
C 2.012 0.651 3.129
C 1.457 2.980 1.685
C 3.284 0.924 0.691
C -3.271 1.050 0.221
C -1.913 2.093 2.498
C -1.670 3.458 0.059
C 1.938 0.348 -2.435
C 1.267 2.965 -1.698
C -0.958 1.425 -2.722
H 0.045 -2.537 -1.046
H 2.070 -1.673 0.186
H 2.227 -0.420 3.164
H 1.203 0.889 3.826
H 2.918 1.197 3.427
H 0.528 3.222 2.214
H 1.481 3.538 0.746
H 2.305 3.299 2.305
H 3.405 -0.121 0.388
H 4.023 1.147 1.472
H 3.474 1.570 -0.170
H -4.006 1.865 0.239
H -3.573 0.277 0.937
H -3.223 0.613 -0.781
H -2.373 3.087 2.585
H -0.976 2.078 3.069
H -2.606 1.352 2.915
H -2.522 3.962 0.544
H -1.812 3.498 -1.027
H -0.757 3.999 0.340
H 1.892 0.483 -3.528
H 1.878 -0.725 -2.185
H 2.900 0.740 -2.067
H 1.474 3.229 -2.744
H 2.216 3.002 -1.158
H 0.581 3.709 -1.295
H -0.699 1.208 -3.771
H -1.383 2.441 -2.667
H -1.722 0.703 -2.383
C -0.763 -2.812 -4.668
C -1.896 -2.713 -5.508
C -1.990 -3.527 -6.645
C -1.007 -4.491 -6.901
C 0.019 -4.710 -5.971
C 0.110 -3.908 -4.825
S -0.326 -1.521 -3.560
H -1.188 -1.487 -2.456
H -2.671 -1.977 -5.276
H -2.825 -3.404 -7.326
H -1.061 -5.094 -7.815
H 0.750 -5.493 -6.132
H 0.882 -4.092 -4.072
S -1.433 -1.011 2.492
C -0.729 -1.005 4.045
N 0.160 -2.020 4.370
C 0.897 -2.008 5.521
C 0.702 -1.000 6.440
C -0.288 -0.039 6.210
C -1.030 -0.073 5.042
H 0.300 -2.762 3.684
H 1.590 -2.847 5.644
H 1.291 -0.975 7.352
H -0.482 0.741 6.938
H -1.848 0.618 4.854

# 5
A 3-piece molecular cluster, C22H42N2O7 overall, computed with ωB97M-V/def2-TZVPD.

Its multiplicity is 1. Its net charge is 0. The lowest unoccupied orbital energy comes out at -1.157 eV. The SMILES is CCCOCC1=CC(=O)C=CC1=O.COCCNCCOC.COCCNCCOC. The value obtained for the gap between HOMO and LUMO is 7.5 eV. The total energy comes out at -1499.488890 Eh.

CARTESIAN COORDINATES (ANGSTROEM)
C -1.559 2.120 -1.566
C -0.953 0.827 -2.097
C -1.975 -0.069 -2.770
O -1.346 -1.268 -3.191
C -1.692 -1.670 -4.488
C -1.128 -0.769 -5.559
C 0.048 -0.146 -5.416
C 0.535 0.730 -6.514
O 1.712 0.856 -6.802
C -0.547 1.406 -7.290
C -1.724 0.786 -7.438
C -1.885 -0.563 -6.826
O -2.542 -1.450 -7.337
H -1.706 2.846 -2.359
H -2.499 1.951 -1.054
H -0.846 2.568 -0.883
H -0.190 1.088 -2.822
H -0.512 0.237 -1.300
H -2.773 -0.280 -2.059
H -2.419 0.475 -3.606
H -2.774 -1.744 -4.608
H -1.291 -2.670 -4.627
H 0.650 -0.286 -4.535
H -0.364 2.374 -7.724
H -2.551 1.194 -7.995
C 2.113 1.595 5.395
O 1.610 2.896 5.629
C 2.446 3.947 5.162
C 1.826 4.662 3.980
N 1.803 3.812 2.797
C 1.026 4.340 1.678
C -0.473 4.555 1.869
O -1.219 3.363 2.022
C -1.268 2.837 3.335
H 1.491 0.899 5.956
H 2.066 1.320 4.335
H 3.146 1.500 5.741
H 3.443 3.573 4.914
H 2.549 4.663 5.983
H 2.417 5.556 3.760
H 0.822 4.987 4.283
H 1.432 2.907 3.049
H 1.151 3.641 0.847
H 1.475 5.287 1.364
H -0.847 5.022 0.954
H -0.697 5.253 2.685
H -1.243 3.624 4.092
H -0.455 2.129 3.519
H -2.206 2.289 3.435
C 1.221 -1.166 0.904
O 0.405 -1.906 0.016
C 1.101 -2.849 -0.792
C 0.773 -4.266 -0.371
N 1.348 -4.585 0.930
C 0.893 -5.848 1.507
C -0.591 -6.006 1.829
O -1.052 -5.187 2.886
C -1.425 -3.872 2.524
H 0.610 -0.360 1.311
H 1.581 -1.777 1.739
H 2.079 -0.729 0.386
H 2.180 -2.676 -0.779
H 0.747 -2.704 -1.817
H 1.179 -4.958 -1.115
H -0.321 -4.364 -0.379
H 1.134 -3.839 1.577
H 1.446 -5.992 2.437
H 1.189 -6.659 0.833
H -0.736 -7.035 2.169
H -1.226 -5.879 0.944
H -1.840 -3.829 1.514
H -0.585 -3.177 2.601
H -2.190 -3.541 3.228

# 6
A 3-piece molecular cluster, C22H42NO3 overall at a distorted geometry, computed with ωB97M-V/def2-TZVPD.

Its multiplicity is 1. Its net charge is +1. The lowest unoccupied orbital energy comes out at -4.188 eV. The calculation puts the energy above the lowest of the compared OMol25 structures with the same formula, charge and spin at 1465.4 kJ/mol. The value obtained for the gap between HOMO and LUMO is 6.9 eV. The total energy comes out at -1143.180662 Eh.

CARTESIAN COORDINATES (ANGSTROEM)
C 2.459 2.622 5.695
C 2.503 2.924 4.216
C 1.083 3.395 3.473
C 0.929 2.613 2.009
C 2.137 1.690 1.396
C 1.877 0.930 -0.043
N 0.542 1.086 -0.758
C 0.275 0.343 -2.082
C -0.692 -0.941 -1.662
C -0.129 -1.809 -0.390
C -0.615 1.958 -0.258
C -0.492 2.777 1.167
C -1.760 3.705 1.657
C -3.238 3.107 1.277
C -3.722 1.821 2.170
C -3.309 1.970 3.778
O -3.695 3.288 4.311
C -2.858 3.514 5.508
H 1.679 1.818 6.032
H 3.158 3.197 6.438
H 3.531 2.810 3.644
H 1.073 4.576 3.341
H 0.182 3.051 4.157
H 3.178 1.505 1.909
H 2.681 0.241 -0.593
H -0.335 1.080 -2.788
H 1.251 -0.048 -2.595
H -1.732 -0.456 -1.355
H -0.851 -1.659 -2.572
H -0.334 -2.962 -0.616
H -0.740 -1.567 0.584
H 1.021 -1.722 -0.195
H -1.610 2.013 -0.891
H -1.641 3.985 2.798
H -1.657 4.733 1.059
H -4.016 3.982 1.499
H -3.371 2.833 0.141
H -4.890 1.692 2.158
H -3.219 0.852 1.709
H -2.119 1.909 3.789
H -3.695 1.062 4.423
H -2.550 2.460 5.958
H -1.897 4.146 5.234
H -3.438 4.085 6.369
C 5.562 -2.093 -2.487
C 4.099 -1.993 -2.891
C 3.953 -1.682 -4.371
O 3.468 -0.968 -2.128
H 6.083 -1.146 -2.666
H 5.652 -2.306 -1.416
H 6.072 -2.884 -3.045
H 3.589 -2.935 -2.660
H 4.418 -0.720 -4.617
H 2.896 -1.601 -4.645
H 4.416 -2.460 -4.986
H 3.915 -0.129 -2.326
C -2.490 -3.895 -4.424
C -1.715 -5.088 -3.888
C -2.439 -5.741 -2.721
O -0.424 -4.660 -3.462
H -2.609 -3.127 -3.653
H -1.951 -3.428 -5.255
H -3.483 -4.195 -4.775
H -1.569 -5.822 -4.688
H -2.557 -5.038 -1.890
H -1.864 -6.591 -2.338
H -3.431 -6.096 -3.021
H -0.544 -4.008 -2.752

# 7
C22H42NOP3Zr as an isolated structure at a distorted geometry, computed with ωB97M-V/def2-TZVPD.

Its multiplicity is 1. Its net charge is +4. The lowest unoccupied orbital energy (alpha / beta) comes out at -15.996 / -15.969 eV. The value obtained for the gap between HOMO and LUMO (alpha / beta) is 3.5 / 3.6 eV. The total energy comes out at -2062.973552 Eh.

CARTESIAN COORDINATES (ANGSTROEM)
Zr -0.259 -0.259 -0.102
P -1.441 0.652 2.347
P -1.888 -1.071 -2.223
P -0.121 2.426 -0.431
H 4.222 -0.676 2.026
C 3.969 0.305 2.510
C 3.107 0.395 3.539
H 2.574 -0.477 3.871
C -1.386 -0.587 3.699
C -3.258 0.907 2.133
C -0.937 2.166 3.248
C -1.099 -2.271 -3.334
C -3.413 -1.847 -1.659
C -2.451 0.387 -3.133
C 1.122 3.164 0.694
C -1.590 3.493 -0.217
C 0.465 2.923 -2.094
H 4.483 1.153 2.020
H 2.821 1.365 3.961
H -0.356 -0.946 3.841
H -2.033 -1.446 3.468
H -1.722 -0.119 4.633
H -3.704 -0.029 1.773
H -3.439 1.692 1.387
H -3.702 1.182 3.099
H 0.150 2.137 3.428
H -1.451 2.191 4.220
H -1.204 3.077 2.688
H -0.637 -1.699 -4.157
H -1.854 -3.043 -3.559
H -0.253 -2.752 -2.791
H -3.849 -2.249 -2.584
H -4.072 -1.101 -1.185
H -3.213 -2.657 -0.945
H -2.837 -0.018 -4.078
H -1.643 1.104 -3.337
H -3.253 0.909 -2.579
H 1.656 3.974 0.178
H 1.853 2.395 0.980
H 0.636 3.545 1.601
H -1.398 4.489 -0.633
H -1.857 3.588 0.839
H -2.442 3.054 -0.749
H 0.790 3.971 -2.083
H -0.329 2.799 -2.842
H 1.326 2.323 -2.408
C 2.380 -0.345 -1.891
C 2.299 -1.021 -3.141
C 3.044 -0.571 -4.201
C 3.918 0.530 -4.058
C 4.067 1.087 -2.796
C 3.422 0.594 -1.705
O 1.437 -0.334 -0.902
H -0.639 -1.442 -1.396
H 1.661 -1.915 -3.285
H 2.976 -1.017 -5.197
H 4.473 0.939 -4.902
H 4.686 2.005 -2.620
H 3.470 0.993 -0.672
C -0.290 -4.399 2.709
C -1.488 -3.913 2.175
C -1.460 -2.838 1.299
N -0.305 -2.192 1.002
C 0.863 -2.674 1.503
C 0.884 -3.758 2.348
H -0.285 -5.246 3.401
H -2.457 -4.307 2.458
H -2.378 -2.445 0.858
H 1.787 -2.181 1.223
H 1.855 -4.067 2.729